1.
{"formula": "C3H9FNO2P", "method": "ωB97M-V/def2-TZVPD", "elements": ["C", "C", "C", "N", "O", "O", "F", "P", "H", "H", "H", "H", "H", "H", "H", "H", "H"], "positions_angstrom": [[-1.794115, 0.499980, 0.679095], [1.003766, -0.325374, -1.216258], [-0.648850, 1.418398, 0.527612], [-1.452307, -0.907404, 0.777365], [1.503017, -0.780622, 1.507284], [3.052265, 0.732965, 0.007426], [-0.966801, 2.597153, 0.102205], [2.005287, -0.478744, 0.183449], [-2.588951, 0.814629, 0.014624], [-2.152385, 0.888145, 1.688615], [0.332421, -1.095340, -1.304736], [1.264657, 0.257244, -2.030801], [0.310520, 1.236574, 0.987738], [-1.280012, -1.240501, -0.261591], [3.452615, 0.896988, 0.819348], [-0.541579, -1.035470, 1.233912], [2.921692, -1.658005, -0.121615]], "atomic_forces_ev_per_a": [[0.66, 0.83, 2.19], [0.20, 1.17, 2.33], [0.57, -2.18, -1.03], [-0.07, -0.83, -3.04], [-1.33, 0.47, 1.95], [-1.69, -0.26, -1.80], [0.19, 1.54, -0.30], [3.41, -2.36, -2.88], [-0.13, -0.58, -0.46], [-0.14, -0.78, -0.56], [-1.48, -1.63, -0.60], [0.48, 1.02, -1.37], [-0.12, 0.60, 0.33], [-0.56, 0.74, 2.88], [1.42, 0.64, 2.31], [-0.39, 0.23, -0.03], [-1.01, 1.36, 0.11]], "gap_ha": [0.2427, 0.3513]}



2.
{"formula": "C13H18Cl5I2OP2Ti", "method": "ωB97M-V/def2-TZVPD", "elements": ["I", "I", "Ti", "P", "C", "C", "H", "H", "H", "H", "H", "H", "C", "H", "H", "H", "P", "C", "C", "H", "H", "H", "C", "H", "H", "H", "H", "H", "H", "C", "O", "Cl", "C", "C", "C", "Cl", "C", "Cl", "C", "Cl", "C", "Cl"], "positions_angstrom": [[-3.205120, 0.764251, -2.378091], [-1.262959, 0.776429, -4.235423], [-0.154109, 0.702023, -0.219143], [-0.569929, -1.688922, -1.089527], [-1.027248, -2.824136, 0.250488], [-1.616266, -2.406699, -2.441330], [-1.486812, -3.504039, -2.471102], [0.896949, -3.443909, -1.902014], [-1.253672, -1.930900, -3.367155], [1.405778, -1.784216, -2.402853], [-1.826265, -2.389874, 0.878912], [-2.659110, -2.110399, -2.281433], [1.055454, -2.397007, -1.575184], [-1.415169, -3.672735, -0.338197], [1.787725, -2.357072, -0.746255], [-0.186269, -3.124509, 0.876912], [-0.473627, 3.276724, -1.038903], [-0.833445, 4.287575, 0.465190], [1.128412, 3.981248, -1.622076], [-1.510779, 3.494399, -3.207703], [-1.612784, 5.066556, -2.312157], [-2.685374, 3.648385, -1.902831], [-1.691115, 3.971197, -2.235778], [1.430721, 3.401335, -2.512134], [0.945037, 5.039275, -1.869596], [-0.941463, 5.363106, 0.251156], [-0.057141, 4.156390, 1.231286], [1.897316, 3.881038, -0.837471], [-1.775762, 3.917570, 0.889309], [0.258459, 0.181754, 1.484671], [-0.707709, 1.127632, 1.617402], [-1.404502, -1.066929, 3.525983], [0.281773, -1.355070, 3.388777], [1.049068, -0.658910, 2.401256], [2.338485, -1.227123, 2.119217], [3.214176, -0.594214, 0.749694], [2.803652, -2.390073, 2.773434], [4.339818, -2.975925, 2.361725], [2.055371, -3.051116, 3.761074], [2.768796, -4.279618, 4.647739], [0.788409, -2.491626, 4.060744], [-0.088761, -3.311864, 5.251391]], "atomic_forces_ev_per_a": [[0.16, 0.03, -0.20], [-0.16, 0.08, 0.30], [-2.03, 1.87, -3.39], [0.48, -1.70, -0.24], [-0.82, 0.12, 0.17], [0.24, 1.03, -0.09], [0.00, 0.62, 0.08], [0.18, 0.58, 0.16], [-0.33, -0.54, 0.19], [0.35, -0.23, -0.19], [0.28, -0.43, -0.25], [0.23, -0.38, -0.12], [-0.04, 0.08, 0.26], [0.11, 0.02, 0.84], [-0.41, -0.04, -0.49], [-0.03, 0.07, -0.09], [0.48, 1.58, 0.47], [-0.14, -0.36, 0.18], [-0.31, -0.45, -0.06], [-0.07, 0.40, 0.14], [0.06, -0.45, 0.17], [0.18, 0.45, -0.11], [0.05, -0.84, 0.02], [0.06, 0.50, 0.27], [0.32, -0.40, 0.03], [0.10, -0.45, -0.15], [-0.14, -0.01, -0.25], [-0.29, 0.13, -0.36], [0.15, 0.18, -0.01], [0.48, 1.55, 4.03], [3.28, -3.99, -1.17], [0.08, 0.29, 0.38], [0.37, -0.80, -0.11], [-1.35, -0.95, 0.49], [-1.00, -0.30, -0.50], [-0.28, 0.13, 0.56], [0.10, 1.20, -0.78], [0.39, -0.16, -0.14], [-0.39, 2.08, -0.19], [-0.24, -0.38, 0.06], [0.56, -0.21, -0.19], [-0.66, 0.07, 0.28]], "charge": 2, "gap_ha": [0.2427, 0.2326], "multiplicity": 2}



3.
{"formula": "C2H2ClN3S", "method": "ωB97M-V/def2-TZVPD", "elements": ["C", "C", "N", "N", "N", "S", "Cl", "H", "H"], "positions_angstrom": [[-1.466165, 0.260980, -0.151621], [0.280733, -1.081300, 0.042639], [-1.067590, -0.884216, -0.081230], [0.401215, 1.243364, 0.441182], [0.969894, 0.027543, 0.196115], [0.768647, -2.658632, -0.137013], [-2.622599, 1.329636, -0.174131], [0.827033, 1.919135, -0.194135], [1.908829, -0.156509, 0.058193]], "atomic_forces_ev_per_a": [[3.97, 0.42, 0.98], [0.49, -2.35, -0.25], [-2.42, 1.55, -0.28], [-2.13, -0.94, -0.52], [-1.05, -0.26, 0.30], [0.84, 0.25, 0.18], [-2.09, 1.09, -0.08], [-0.14, -0.07, -0.26], [2.53, 0.30, -0.06]], "gap_ha": [0.2754, 0.2753]}



4.
{"formula": "C3H7NO2", "method": "ωB97M-V/def2-TZVPD", "elements": ["C", "C", "N", "C", "O", "O", "H", "H", "H", "H", "H", "H", "H"], "positions_angstrom": [[1.201235, 0.944180, 0.112301], [0.301473, -0.213768, 0.326371], [0.641289, -1.348799, -0.362753], [-1.072164, 0.349446, -0.029660], [-1.303505, 1.456469, -0.332347], [-2.046158, -0.667042, 0.159704], [0.931195, 1.855216, -0.482481], [1.662819, 1.240214, 1.099533], [2.040037, 0.415224, -0.508011], [0.170677, -0.561057, 1.358738], [-0.089635, -1.992865, 0.015341], [0.507118, -1.143084, -1.418095], [-2.944379, -0.334136, 0.061355]], "atomic_forces_ev_per_a": [[4.53, 0.06, -0.34], [-2.42, 3.02, 1.33], [-0.62, -2.58, -2.92], [-1.17, -3.04, 1.33], [-1.26, 1.62, -0.70], [1.06, 0.89, -0.22], [-0.40, -1.17, 0.85], [-0.33, 0.01, -1.21], [-0.83, 1.38, 1.19], [0.35, 0.70, 0.26], [0.95, -0.21, -1.53], [0.15, -1.05, 2.17], [0.01, 0.37, -0.18]], "smiles": "C[C@H](N)C(=O)O", "gap_ha": 0.3724}



What are the energy above the lowest of the compared OMol25 structures with the same formula, charge and spin values for these records? In order: 5.174 2.452 2.981 1.665 eV.